Entry from the Open Molecules 2025 dataset: a molecular structure, C5H12MgO3Y in a non-equilibrium geometry (ωB97M-V/def2-TZVPD).

The relative energy (zero: lowest compared OMol25 entry of this formula, charge and spin) is 82.0 kcal/mol. As for the spin multiplicity: 1. The LUMO energy (spin up / spin down) comes out at -0.1504 / -0.1504 hartree. The calculation puts the frontier orbital gap (spin up / spin down) at 5.5 / 5.5 eV. As for the net charge: +1.

XYZ file:
```
22
Properties=species:S:1:pos:R:3:forces:R:3
O 0.676 -0.757 1.014 -0.2 -1.0 2.2
Y 0.256 -2.286 2.799 0.6 2.1 -2.4
C 1.018 -0.636 -3.571 -0.1 -0.1 -0.7
O 0.711 -0.089 -2.307 -0.5 -0.9 0.9
C 1.124 1.274 -2.045 0.5 0.3 0.2
C 0.707 1.616 -0.632 0.4 0.6 0.7
C -0.751 2.012 -0.545 0.5 0.6 0.2
O -1.522 0.803 -0.316 0.1 -0.4 0.0
C -2.665 0.913 0.513 -0.6 0.3 0.4
Mg -0.264 -0.775 -0.666 1.0 1.5 1.1
H 0.874 -1.719 -3.483 0.1 0.2 -0.3
H 0.323 -0.217 -4.313 0.3 -0.2 0.0
H 2.059 -0.413 -3.849 -0.3 -0.1 0.1
H 0.638 1.887 -2.825 0.1 0.0 0.3
H 2.213 1.333 -2.184 -0.3 -0.1 0.1
H 1.345 2.418 -0.248 -0.2 0.0 -0.2
H 1.124 0.638 0.844 -1.6 -1.6 -2.3
H -1.207 2.481 -1.435 0.4 -0.1 0.0
H -0.888 2.724 0.282 -0.2 -0.5 0.0
H -2.625 0.098 1.248 -0.4 -0.1 -0.5
H -2.673 1.822 1.132 0.3 0.0 -0.4
H -3.547 0.950 -0.141 0.0 -0.4 0.6
```
Forces are in eV/Å.